{
  "formula": "C16H32Cl2F7O15P",
  "method": "wB97M-V/def2-TZVPD",
  "elements": ["Cl", "Cl", "P", "F", "F", "F", "F", "F", "F", "F", "O", "O", "O", "O", "O", "O", "O", "O", "O", "O", "O", "O", "O", "O", "O", "C", "C", "C", "C", "C", "C", "C", "C", "C", "C", "C", "C", "C", "C", "C", "C", "H", "H", "H", "H", "H", "H", "H", "H", "H", "H", "H", "H", "H", "H", "H", "H", "H", "H", "H", "H", "H", "H", "H", "H", "H", "H", "H", "H", "H", "H", "H", "H"],
  "coordinates": [[5.688907, -21.845419, -12.158615], [5.639655, -21.077325, -14.976091], [2.361510, -18.177627, -15.220400], [1.423316, -16.979655, -14.585645], [2.611667, -18.797858, -13.716367], [3.422067, -19.353942, -15.718753], [3.631738, -17.229028, -14.951683], [1.168075, -19.256885, -15.384243], [2.145151, -17.638805, -16.727755], [6.059669, -17.353685, -13.576329], [3.463436, -13.840989, -18.198207], [0.443861, -16.683844, -21.001033], [-3.180907, -18.327123, -13.693484], [2.530916, -13.759040, -13.741479], [2.125704, -14.589311, -16.575764], [4.429751, -14.858240, -13.624258], [2.853130, -15.136315, -12.032500], [5.985880, -18.415847, -18.644116], [0.601512, -18.111152, -19.390553], [-4.919978, -19.476779, -13.127541], [-3.948102, -19.893967, -15.119890], [-0.987682, -18.409819, -20.943089], [4.589033, -16.674870, -18.745382], [4.287618, -14.844967, -16.339821], [5.663418, -17.162871, -16.849548], [4.766714, -13.382643, -18.532346], [5.392255, -17.393948, -17.985972], [-2.122885, -17.926869, -14.565262], [1.175150, -13.570708, -13.359253], [-0.110588, -16.166765, -22.195987], [-0.038722, -17.784030, -20.499183], [3.354424, -14.649772, -13.186512], [6.850969, -19.351026, -18.032358], [3.736846, -16.024518, -11.353733], [-4.020057, -19.263147, -14.099914], [4.040057, -17.154937, -19.963710], [-5.986374, -20.381612, -13.407408], [1.074648, -14.948284, -17.448300], [0.242217, -19.289364, -18.722422], [3.373538, -14.450662, -16.999373], [5.048428, -20.693593, -13.327771], [0.600540, -14.006480, -17.760160], [7.756676, -18.905019, -17.618562], [0.233017, -16.808692, -23.007453], [0.331127, -15.181969, -22.340503], [7.076824, -20.082148, -18.805137], [4.860479, -12.709620, -19.389547], [0.347138, -15.537156, -16.896774], [5.114352, -12.661551, -17.786761], [5.402315, -14.257679, -18.637553], [6.334503, -19.799341, -17.178462], [3.123167, -16.589931, -10.649925], [-5.512398, -21.350643, -13.568083], [0.413885, -20.154542, -19.369074], [0.548676, -13.232685, -14.182529], [0.669381, -19.459400, -17.737807], [3.970004, -20.747975, -13.420953], [-2.427426, -17.610232, -15.559622], [4.223016, -16.728763, -12.033524], [3.087736, -16.659287, -20.147616], [3.860325, -18.227099, -19.926795], [5.412203, -19.666030, -13.224931], [-6.622020, -20.469883, -12.530287], [-1.787807, -17.025637, -14.047103], [-6.577143, -20.074302, -14.267984], [4.465658, -15.441468, -10.788494], [-0.831123, -19.387753, -18.524596], [4.651661, -16.880701, -20.826447], [1.209042, -12.830774, -12.557791], [0.725672, -14.497670, -13.002347], [1.307531, -15.411960, -18.407060], [-1.248744, -18.573094, -14.496323], [-1.188757, -16.025199, -22.227781]],
  "forces_ev_per_a": [[-0.019, -0.034, 0.344], [0.249, -0.593, -0.004], [4.116, 0.117, 2.219], [-0.787, -0.962, -0.657], [-0.943, 0.134, 0.372], [-0.902, 0.401, -0.910], [-1.103, -0.200, -0.854], [-1.019, 0.522, -0.371], [-0.326, -0.151, 0.090], [0.252, -0.705, 0.717], [-0.608, 1.175, -1.251], [0.728, 1.468, 0.188], [-0.881, -0.228, 0.083], [-1.063, 0.835, -1.349], [-0.872, -0.585, -0.067], [0.322, 0.252, 0.208], [-0.544, 0.029, -0.102], [-0.599, 0.010, -2.416], [0.951, 1.244, 0.127], [-0.594, 0.791, 0.492], [-0.343, 0.059, -0.371], [0.560, 0.462, -0.250], [-1.002, 0.802, -0.828], [-0.230, 1.181, -0.887], [-0.325, 0.394, -0.652], [0.667, 0.327, 0.644], [2.072, -1.298, 2.424], [1.028, 1.326, 0.977], [0.486, -0.583, 0.870], [0.488, 0.089, -0.704], [-1.993, -2.158, 0.745], [0.520, -0.202, 0.597], [-0.513, 0.181, 1.212], [0.039, -0.615, 0.266], [0.640, -0.611, 0.078], [-0.131, -0.102, -0.228], [0.827, -0.586, -0.126], [-0.759, 1.435, -0.667], [-1.616, -2.112, 0.056], [1.542, -1.347, 1.253], [0.054, 0.751, -1.553], [-0.313, -0.024, 0.099], [0.002, 0.249, -0.231], [-0.358, 0.030, -0.195], [0.173, -0.071, 0.189], [0.040, -0.016, 0.054], [-1.121, -0.715, -0.688], [0.252, -0.189, 0.094], [0.222, -0.736, 0.668], [0.373, 0.254, 0.141], [0.094, -0.116, -0.166], [-0.119, 0.114, -0.010], [-0.390, -0.149, -0.343], [0.446, 0.068, 0.027], [0.515, 0.203, -0.337], [0.890, 0.845, -0.296], [0.048, -0.009, 0.438], [-0.207, -0.633, -0.071], [0.332, 0.244, -0.246], [-0.095, 0.089, 0.506], [0.144, -0.022, -0.044], [-0.017, 0.214, 0.671], [0.149, 0.379, 0.130], [0.130, 0.098, -0.278], [0.119, -0.001, -0.086], [0.183, -0.057, -0.157], [-0.136, 0.687, -0.265], [0.421, -0.251, 0.132], [-0.544, 0.054, 0.091], [0.129, -0.012, 0.150], [0.687, -0.487, 0.396], [-0.339, -0.458, -0.511], [-0.080, -0.498, 0.421]],
  "orbital_gap_ev": 4.1225,
  "max_force_ha_per_bohr": 0.091,
  "homo_ev": -0.46,
  "spin_multiplicity": 1,
  "total_charge": -2
}

***

{
  "formula": "C6H9O4Pm",
  "method": "wB97M-V/def2-TZVPD",
  "elements": ["Pm", "O", "O", "O", "O", "C", "C", "C", "C", "C", "C", "H", "H", "H", "H", "H", "H", "H", "H", "H"],
  "coordinates": [[-3.584138, -0.740319, -0.222560], [-1.238403, -1.764720, -0.991379], [1.592525, 2.010422, -1.495372], [0.653514, -2.033391, 0.069234], [-1.020310, -0.773102, 0.939079], [-0.590563, -1.591488, 0.079923], [1.834695, -1.204952, 0.141328], [2.655242, 1.789743, -0.585993], [2.973914, 0.310399, -0.523218], [3.702948, -1.208227, 1.217067], [3.936638, -0.043228, 0.471889], [4.477512, 0.775456, 0.959617], [3.033419, -0.142252, -1.519794], [3.558639, 2.333705, -0.910976], [1.237802, -0.303574, 0.360605], [4.370630, -2.052647, 1.012494], [2.415803, -2.100085, -0.144663], [1.135869, 2.818949, -1.250757], [3.205772, -1.233529, 2.189963], [2.391729, 2.163055, 0.418437]],
  "forces_ev_per_a": [[3.324, -0.738, 0.101], [-2.499, -0.842, -0.340], [-0.314, -0.163, -0.134], [-2.288, -2.657, 0.026], [-1.173, -0.154, 0.922], [0.695, 2.398, -1.106], [-0.639, -1.405, 1.602], [0.255, 0.143, 0.237], [4.277, 0.423, -1.886], [-1.056, -2.234, 0.658], [-1.813, 2.375, -0.974], [-1.121, 0.450, 0.637], [-0.780, -0.030, 0.343], [-0.136, -0.110, 0.093], [1.877, 0.351, 0.882], [-1.253, -0.652, -0.242], [1.018, 2.194, -1.118], [0.116, 0.066, -0.051], [1.466, 0.750, 0.596], [0.044, -0.166, -0.246]],
  "orbital_gap_ev": [3.6862, 3.7810],
  "max_force_ha_per_bohr": 0.091,
  "homo_ev": [-9.39, -9.39],
  "spin_multiplicity": 6,
  "total_charge": 1,
  "e_above_lowest_ev": 5.428
}

***

{
  "formula": "C11H15AlN2O8S2",
  "method": "wB97M-V/def2-TZVPD",
  "elements": ["S", "S", "Al", "O", "O", "O", "O", "O", "O", "O", "O", "N", "N", "C", "C", "C", "C", "C", "C", "C", "C", "C", "C", "C", "H", "H", "H", "H", "H", "H", "H", "H", "H", "H", "H", "H", "H", "H", "H"],
  "coordinates": [[-1.997944, 0.312093, 0.938854], [0.820993, 2.053793, -0.029127], [0.688908, -0.459573, -0.571423], [1.502040, 0.936725, 0.678497], [-0.294634, -1.470950, -1.864797], [-2.732688, 0.655880, -0.267423], [1.283361, -2.012884, 0.457193], [-0.784450, -0.498259, 0.620820], [0.106736, 1.359633, -1.138612], [-2.749959, -0.315509, 1.985334], [1.641280, 3.158113, -0.407229], [-2.540308, -1.407983, -2.058073], [3.039767, -3.296859, 0.957681], [-2.280888, 2.413400, 2.576405], [-1.459860, 1.890455, 1.588449], [3.344671, -1.397882, -0.575014], [-1.322306, -3.306627, -2.946323], [-1.369454, -1.981495, -2.242696], [-0.174145, 3.933848, 1.616259], [-2.057411, 3.687631, 3.077704], [2.495585, -2.266066, 0.311192], [2.433949, -0.657890, -1.553157], [-1.010861, 4.451569, 2.593110], [-0.391554, 2.659730, 1.114636], [-2.710373, 4.077283, 3.847536], [-0.833733, 5.448217, 2.975052], [-3.374835, -1.871922, -2.370022], [2.878465, 0.300604, -1.823812], [-3.096971, 1.807877, 2.943843], [3.823003, -0.686511, 0.109639], [-2.200713, -3.480465, -3.564746], [-1.262590, -4.089518, -2.188464], [-0.421875, -3.353830, -3.553089], [4.151152, -1.996302, -1.010904], [2.319211, -1.236792, -2.473143], [4.021611, -3.488991, 0.876903], [2.483593, -3.817154, 1.615660], [0.658546, 4.506356, 1.233436], [-2.625319, -0.559741, -1.480147]],
  "forces_ev_per_a": [[-0.019, -0.022, 0.052], [0.086, 0.102, 0.038], [-0.128, -0.097, -0.210], [0.016, -0.008, 0.014], [0.069, -0.068, 0.127], [0.008, -0.037, 0.022], [0.017, -0.013, 0.047], [-0.013, 0.055, -0.002], [0.028, -0.059, 0.030], [-0.012, 0.021, -0.045], [-0.013, -0.032, -0.005], [0.043, -0.024, 0.008], [-0.034, 0.018, 0.025], [0.018, 0.000, -0.028], [0.054, 0.027, -0.019], [0.019, 0.051, 0.042], [0.005, 0.008, -0.003], [-0.044, 0.049, -0.077], [0.009, -0.026, -0.018], [0.007, 0.022, 0.012], [0.050, -0.014, -0.013], [-0.058, 0.093, 0.013], [-0.024, 0.014, 0.031], [-0.070, -0.057, 0.016], [0.009, 0.012, -0.002], [-0.010, -0.006, 0.005], [-0.005, -0.006, 0.001], [0.027, -0.013, -0.020], [0.004, 0.003, 0.000], [-0.017, 0.007, -0.023], [-0.001, -0.005, 0.014], [0.009, 0.004, -0.004], [-0.006, 0.003, -0.009], [-0.009, -0.016, -0.018], [0.009, -0.021, 0.011], [0.005, 0.002, -0.008], [-0.006, -0.008, -0.006], [-0.005, -0.006, 0.002], [-0.021, 0.045, -0.002]],
  "orbital_gap_ev": 9.2797,
  "max_force_ha_per_bohr": 0.005,
  "homo_ev": -8.91,
  "spin_multiplicity": 1,
  "e_above_lowest_ev": 0.000
}